# 1
Molecular formula: C11H70NO23
Method: DFT, ωB97M-V/def2-TZVPD

## Properties
Frontier orbital gap: 10.3 eV
Charge: +1
Energy relative to the best compared isomer or geometry (same formula, charge and spin): 146.51 kcal per mole
Energy: -61106.599 eV
HOMO: -12.807 eV

Each line ends with the Löwdin charge.
Element x y z (Å)
C  -32.427  37.227  -6.448  -0.09
C  -32.468  38.677  -6.905  -0.20
C  -33.477  39.498  -5.971  -0.09
C  -33.363  41.025  -6.365  -0.01
N  -34.518  41.881  -5.797  -0.13
C  -35.931  41.374  -6.108  -0.09
C  -36.843  42.481  -6.314  -0.18
C  -35.994  43.753  -6.285  -0.09
C  -34.545  43.220  -6.331  -0.10
C  -34.450  41.895  -4.322  -0.12
C  -33.098  42.069  -3.557  -0.18
C  -33.251  42.201  -2.074  -0.10
H  -31.834  37.290  -5.475  0.09
H  -31.847  36.530  -7.249  0.11
H  -33.394  36.596  -6.265  0.08
H  -33.090  38.840  -7.802  0.10
H  -31.671  39.154  -6.968  0.02
H  -33.328  39.520  -5.034  0.02
H  -34.434  39.006  -6.198  0.12
H  -33.573  40.934  -7.445  0.14
H  -32.587  41.460  -6.349  0.01
H  -36.361  40.594  -5.520  0.12
H  -36.161  40.866  -7.065  0.14
H  -37.600  42.406  -5.591  0.11
H  -37.316  42.368  -7.154  0.01
H  -36.030  44.322  -5.360  0.10
H  -36.498  44.544  -6.996  0.12
H  -33.818  43.832  -6.023  0.09
H  -34.259  43.070  -7.478  0.18
H  -34.972  41.181  -3.924  0.05
H  -35.209  42.560  -3.821  0.16
H  -32.767  43.110  -4.077  0.14
H  -32.096  41.595  -3.689  0.10
H  -33.710  41.188  -1.554  0.14
H  -33.559  43.030  -1.673  -0.03
H  -32.316  42.096  -1.456  0.10
O  -35.069  36.955  -3.917  -0.06
H  -35.555  37.526  -3.491  -0.12
H  -35.538  35.992  -3.614  0.20
O  -33.127  37.398  -10.234  0.03
H  -32.970  36.445  -10.209  0.06
H  -33.574  37.607  -9.538  -0.10
O  -29.752  41.074  -8.712  -0.04
H  -30.521  40.606  -9.180  0.09
H  -29.473  41.476  -9.476  -0.02
O  -31.577  39.169  -2.573  -0.09
H  -30.975  39.035  -3.297  0.02
H  -32.194  38.324  -2.417  0.13
O  -34.179  45.444  -2.130  -0.02
H  -34.808  44.836  -2.013  -0.10
H  -33.543  45.375  -1.365  0.09
O  -37.257  47.253  -4.702  -0.08
H  -36.993  47.029  -5.550  -0.06
H  -36.538  47.987  -4.429  0.15
O  -34.015  38.509  0.442  -0.04
H  -33.846  38.333  1.348  0.02
H  -34.342  39.379  0.207  0.02
O  -28.830  35.207  -7.551  0.05
H  -29.188  35.989  -7.738  -0.02
H  -28.754  34.622  -8.248  0.03
O  -36.419  43.662  -1.601  -0.08
H  -37.196  44.116  -1.925  0.04
H  -36.339  43.658  -0.572  0.13
O  -29.832  41.633  -2.441  0.05
H  -28.960  41.435  -2.771  0.06
H  -30.310  41.014  -2.745  -0.14
O  -35.782  40.183  -9.564  -0.07
H  -36.594  40.479  -9.624  -0.13
H  -35.772  39.091  -9.751  0.16
O  -36.419  36.774  -6.446  -0.13
H  -35.725  36.824  -5.651  0.03
H  -36.040  35.951  -6.784  0.02
O  -38.749  45.108  -5.224  0.01
H  -37.986  45.640  -5.141  -0.03
H  -38.906  44.675  -4.419  0.03
O  -38.015  42.008  -9.522  -0.12
H  -38.456  42.097  -8.645  0.00
H  -38.633  42.004  -10.383  0.15
O  -33.265  33.782  -5.424  -0.03
H  -32.617  34.013  -4.757  0.02
H  -33.827  33.212  -4.968  0.00
O  -36.030  46.597  -7.286  -0.07
H  -35.069  46.354  -7.526  0.12
H  -36.516  46.247  -7.999  -0.04
O  -31.408  43.622  -7.692  -0.10
H  -30.609  43.164  -7.989  0.00
H  -31.639  43.840  -8.688  0.11
O  -30.100  34.256  -5.215  0.02
H  -29.949  34.666  -6.089  0.02
H  -30.026  33.455  -5.451  -0.09
O  -35.122  43.713  -10.302  -0.05
H  -35.880  43.747  -9.746  -0.03
H  -35.412  43.470  -11.182  0.04
O  -39.479  43.027  -7.409  -0.01
H  -39.089  43.488  -6.621  0.05
H  -40.086  42.505  -7.015  0.01
O  -31.252  44.993  -2.959  -0.02
H  -31.046  44.984  -3.932  0.08
H  -32.118  45.122  -3.134  -0.08
O  -37.483  45.304  -9.146  0.08
H  -37.930  45.994  -9.297  -0.04
H  -38.109  44.622  -9.123  0.03
O  -36.873  38.975  -3.033  0.02
H  -37.542  38.511  -3.328  -0.04
H  -36.972  39.950  -2.958  0.08

***

# 2
Molecular formula: C11H74NO25
Method: DFT, ωB97M-V/def2-TZVPD

## Properties
Frontier orbital gap: 9.2 eV
Charge: +1
Energy relative to the best compared isomer or geometry (same formula, charge and spin): 135.49 kcal per mole
Energy: -65267.946 eV
HOMO: -11.848 eV

Each line ends with the Löwdin charge.
Element x y z (Å)
C  -3.997  -3.114  -1.111  -0.03
C  -3.487  -1.510  -0.762  -0.20
C  -2.118  -1.358  -0.335  -0.19
C  -2.006  -0.006  0.539  -0.10
N  -0.784  0.723  0.442  -0.19
C  -0.981  1.923  1.130  -0.14
C  -0.695  3.186  0.211  -0.11
C  -0.926  2.670  -1.140  -0.14
C  -0.411  1.241  -0.947  -0.06
C  0.484  0.034  1.044  -0.05
C  1.182  -1.051  0.201  -0.21
C  2.641  -1.486  0.552  -0.07
H  -4.063  -3.428  -0.048  0.06
H  -3.215  -3.656  -1.665  0.02
H  -4.851  -3.093  -1.813  0.07
H  -4.202  -1.149  -0.029  0.10
H  -3.533  -0.996  -1.701  0.09
H  -1.329  -1.326  -1.140  0.12
H  -1.704  -2.068  0.143  0.02
H  -2.179  -0.372  1.553  0.13
H  -2.905  0.584  0.299  0.12
H  -0.166  1.964  2.048  0.18
H  -2.070  2.125  1.677  0.18
H  0.464  3.586  0.173  0.17
H  -1.451  3.895  0.393  0.10
H  -0.408  3.187  -1.833  0.08
H  -1.902  2.607  -1.556  0.11
H  0.481  1.254  -1.138  0.02
H  -0.740  0.423  -1.729  0.16
H  0.567  -0.404  2.086  0.16
H  1.310  0.626  0.891  0.09
H  1.065  -0.942  -0.831  0.06
H  0.558  -2.084  0.066  0.14
H  2.904  -2.256  -0.163  0.06
H  2.531  -2.034  1.433  0.06
H  3.331  -0.689  0.572  0.06
O  2.935  1.898  2.891  0.00
H  3.700  1.396  2.691  -0.02
H  2.412  1.499  3.538  -0.04
O  0.694  6.656  1.258  -0.19
H  1.211  5.708  1.460  0.07
H  0.111  6.483  0.417  0.04
O  4.728  -4.249  -0.560  -0.11
H  5.647  -3.973  -1.034  0.15
H  3.940  -3.905  -1.015  0.00
O  4.410  -2.728  1.663  -0.04
H  4.290  -3.453  1.154  -0.03
H  4.127  -3.053  2.519  0.09
O  -6.583  -4.526  1.014  -0.14
H  -6.854  -3.973  1.755  0.01
H  -7.420  -4.948  0.474  0.14
O  2.451  4.369  1.430  -0.03
H  2.770  4.278  0.431  0.12
H  2.459  3.566  1.729  -0.12
O  1.691  3.904  -3.837  -0.02
H  1.542  3.072  -3.609  -0.11
H  1.838  4.363  -2.990  -0.01
O  5.871  -0.859  0.533  -0.07
H  5.285  -1.411  1.148  0.04
H  6.043  -1.338  -0.261  0.05
O  -4.430  2.661  0.407  -0.05
H  -4.630  3.535  0.582  0.01
H  -5.275  2.661  -0.202  0.14
O  0.986  1.180  -3.871  -0.07
H  1.374  1.109  -4.738  0.06
H  0.036  0.852  -4.077  0.03
O  -3.870  -1.308  3.177  -0.05
H  -4.409  -2.127  2.754  0.16
H  -3.675  -1.627  4.010  0.02
O  3.405  0.894  -2.054  -0.08
H  3.937  -0.104  -2.028  0.19
H  2.653  0.798  -2.581  -0.04
O  4.630  2.154  -0.122  -0.06
H  4.207  1.744  -0.835  -0.08
H  4.792  1.631  0.703  0.00
O  1.947  -4.580  -0.981  -0.06
H  1.583  -5.543  -0.960  0.12
H  1.587  -4.123  -1.702  0.01
O  -4.773  1.145  2.692  -0.05
H  -4.523  0.238  2.917  -0.01
H  -4.699  1.362  1.790  -0.03
O  3.308  -0.921  4.615  -0.10
H  2.445  -0.577  4.154  0.03
H  3.669  -0.130  4.979  0.02
O  1.262  0.512  4.666  -0.13
H  1.081  1.427  5.059  0.13
H  1.140  -0.296  5.253  0.11
O  1.872  5.507  -1.703  -0.01
H  2.384  6.055  -2.361  0.12
H  1.098  5.934  -1.530  -0.01
O  -1.757  -5.392  0.307  -0.14
H  -0.889  -5.959  0.345  0.08
H  -1.438  -4.691  1.010  0.09
O  -2.424  -2.572  -4.370  -0.08
H  -3.296  -2.692  -4.774  0.05
H  -2.692  -3.437  -3.957  0.00
O  -1.484  0.271  -4.343  0.07
H  -1.049  -0.234  -5.049  0.12
H  -1.946  -0.234  -3.927  -0.11
O  -2.168  3.058  -4.736  -0.09
H  -1.992  2.079  -4.434  0.04
H  -1.294  3.200  -5.057  0.00
O  -2.647  1.566  4.529  -0.09
H  -3.496  1.479  3.864  0.07
H  -2.922  1.319  5.332  -0.06
O  5.471  0.755  2.224  -0.11
H  6.130  1.478  2.395  0.10
H  5.961  -0.022  1.801  0.03
O  -2.966  -5.114  -3.407  -0.11
H  -3.907  -5.280  -3.665  0.08
H  -2.996  -5.425  -2.414  0.11